Record 1
DFT (ωB97M-V/def2-TZVPD) results for one molecule with the formula C3H4O3.

Geometry as XYZ:
```
10
Properties=species:S:1:pos:R:3:forces:R:3
O 0.8704 -1.2073 -1.6223 0.1 -0.2 0.1
C 0.5812 -0.1964 -0.7533 -0.2 0.2 -0.1
C -0.0176 -0.3984 0.5521 -0.1 -0.3 -0.1
O 1.3225 -0.0536 0.4725 0.1 0.0 0.0
C -0.9077 1.7440 0.5943 -0.3 -0.2 0.3
O -0.9390 0.5399 1.1080 0.1 0.5 -0.1
H 0.6162 -2.0573 -1.2410 0.2 0.1 -0.1
H 0.4305 0.7544 -1.2534 0.0 -0.1 0.0
H -0.2351 -1.3762 0.9809 -0.1 0.1 -0.1
H -1.7213 2.2509 1.1622 0.2 0.0 0.0
```
Forces are in eV/Å.

Properties
Kohn-Sham gap (eV): 9.52
ΔE to the lowest compared entry with this formula, charge and spin (kcal per mole): 115.1

Record 2
DFT (ωB97M-V/def2-TZVPD) results for one molecule with the formula C3H4O3 in a non-equilibrium geometry.

Geometry as XYZ:
```
10
Properties=species:S:1:pos:R:3:forces:R:3
C -1.3574 0.4978 0.0258 0.8 1.9 0.8
C 0.0468 0.1239 0.1101 1.6 -2.1 0.8
C 0.6717 -1.0336 -0.1367 -0.9 1.8 0.4
O 2.0204 -0.8710 -0.1130 1.0 -1.4 -0.1
O 2.2444 0.4796 0.2094 1.1 0.7 0.0
O 0.9865 1.0779 0.4198 -1.1 1.1 0.1
H -1.9171 -0.3726 0.0655 -1.4 -1.5 0.4
H -1.3484 0.7941 -0.9770 -1.0 1.1 -1.7
H -1.7050 1.3292 0.6897 0.4 -1.0 -0.5
H 0.3582 -2.0253 -0.2934 -0.5 -0.7 -0.3
```
Forces are in eV/Å.

Properties
Kohn-Sham gap (eV): 8.73
Structure (SMILES): CC1=COOO1
ΔE to the lowest compared entry with this formula, charge and spin (kcal per mole): 165.8

Record 3
DFT (ωB97M-V/def2-TZVPD) results for C3H4O3Pr as an isolated structure in a non-equilibrium geometry.

Geometry as XYZ:
```
11
Properties=species:S:1:pos:R:3:forces:R:3
O -1.5390 0.4215 1.4673 -2.0 -1.0 -1.5
C -0.8930 1.1966 0.7979 6.0 5.4 6.9
C 0.4931 1.0425 0.3105 -3.5 -3.9 -3.9
H 0.6356 1.7159 -0.5459 0.7 -0.3 0.4
H 1.2649 0.9276 1.0823 -0.4 0.3 -0.1
H -0.4046 2.1775 1.3364 -4.0 0.4 -0.4
Pr -1.9928 -1.9780 0.5841 0.6 0.5 -0.1
O 0.0572 -0.3481 -0.2394 2.8 -1.2 -1.0
C 0.9050 -0.7897 -1.1778 0.5 0.5 -0.2
O 0.5268 -2.0094 -1.4083 -1.1 -0.8 -0.1
H 0.9468 -2.3564 -2.2071 0.4 -0.1 -0.1
```
Forces are in eV/Å.

Properties
Kohn-Sham gap (spin up / spin down) (eV): 7.45 / 7.89
Multiplicity: 4
Total charge: +2
ΔE to the lowest compared entry with this formula, charge and spin (kcal per mole): 83.4

Record 4
DFT (ωB97M-V/def2-TZVPD) results for one molecule with the formula C3H4O3S in a non-equilibrium geometry.

Geometry as XYZ:
```
11
Properties=species:S:1:pos:R:3:forces:R:3
C -2.0328 1.2746 0.0251 -1.9 1.4 -2.1
O -0.6270 1.0822 0.0057 0.3 -0.5 -0.6
C -0.1281 -0.1657 -0.0591 0.1 2.5 1.1
S -1.1643 -1.3765 -0.0084 0.8 -1.8 -0.2
C 1.4516 -0.0140 0.0360 0.0 -3.8 -1.1
O 2.1341 -1.0305 0.0273 -0.9 1.9 0.3
O 1.9106 1.2160 -0.0172 -1.6 0.9 0.2
H -2.0512 2.3964 -0.2716 -0.7 -2.0 0.7
H -2.4631 1.0686 0.9839 0.2 0.2 1.0
H -2.7964 0.6006 -0.6243 2.6 1.5 0.6
H 2.8544 1.2472 -0.0923 1.1 -0.4 0.0
```
Forces are in eV/Å.

Properties
Kohn-Sham gap (eV): 8.80
Structure (SMILES): COC(=S)C(=O)O
ΔE to the lowest compared entry with this formula, charge and spin (kcal per mole): 54.0

Record 5
DFT (ωB97M-V/def2-TZVPD) results for one molecule with the formula C3H4O3S in a non-equilibrium geometry.

Geometry as XYZ:
```
11
Properties=species:S:1:pos:R:3:forces:R:3
O -1.6594 -1.1133 0.0325 0.1 0.3 -0.1
C -1.4608 0.0759 -0.0155 -0.5 -0.3 0.1
O -2.4255 0.9897 -0.0842 -0.2 -0.5 0.0
C -0.0649 0.6698 0.0334 0.2 -1.8 0.0
O 0.1446 1.8212 0.0765 0.1 2.8 0.0
C 0.9893 -0.3586 0.0729 1.5 -0.8 0.0
S 2.7030 0.3358 -0.0352 -0.6 -0.5 -0.2
H -3.2283 0.4367 -0.0838 -0.2 0.4 0.0
H 0.9317 -0.8945 1.0288 -0.3 -0.1 -0.3
H 0.8427 -1.0722 -0.7445 -0.1 0.0 0.3
H 3.2276 -0.8905 -0.2809 -0.1 0.4 0.1
```
Forces are in eV/Å.

Properties
Kohn-Sham gap (eV): 9.20
Structure (SMILES): O=C(O)C(=O)CS
ΔE to the lowest compared entry with this formula, charge and spin (kcal per mole): 26.5

Record 6
DFT (ωB97M-V/def2-TZVPD) results for C3H4O3Tl as an isolated structure in a non-equilibrium geometry.

Geometry as XYZ:
```
11
Properties=species:S:1:pos:R:3:forces:R:3
C 1.1645 0.3051 1.2465 -0.5 -0.7 0.1
C 1.1172 0.1706 -0.2175 2.0 -0.4 0.8
O 0.0878 0.3580 -0.8643 -0.5 0.6 2.1
C -2.4680 -0.6725 -0.4732 -1.5 0.5 3.4
O -2.7462 -0.5599 0.6415 0.7 -0.4 -1.9
O -2.2218 -0.7375 -1.6155 -0.3 -0.6 -1.1
H 1.4217 1.3476 1.4908 -0.1 0.1 -0.1
H 2.0297 -0.1453 -0.7549 -0.1 0.2 0.1
H 1.9875 -0.3211 1.6244 -0.3 0.2 0.0
Tl -0.5540 0.2176 -2.7815 -0.2 0.1 -3.3
H 0.1816 0.0375 1.7035 0.7 0.4 -0.2
```
Forces are in eV/Å.

Properties
Kohn-Sham gap (spin up / spin down) (eV): 11.22 / 7.27
Multiplicity: 2
Total charge: +2
ΔE to the lowest compared entry with this formula, charge and spin (kcal per mole): 17.5

Record 7
DFT (ωB97M-V/def2-TZVPD) results for one molecule with the formula C3H4O4 in a non-equilibrium geometry.

Geometry as XYZ:
```
11
Properties=species:S:1:pos:R:3:forces:R:3
O 1.4306 1.2853 0.2088 0.5 0.6 -2.0
C 0.3987 0.6649 -0.3490 -2.3 1.8 -3.7
O -0.3757 1.5493 -1.6078 3.0 -3.3 1.5
O 0.5315 -0.6309 -0.9085 0.2 -0.4 0.5
C -0.3253 -0.4195 0.1940 -0.5 -0.3 0.8
C -0.6954 -1.1954 1.3533 1.3 1.3 1.2
O -1.6110 -0.8398 0.3817 -1.4 0.6 -2.1
H 1.9262 1.5927 -0.6065 -0.2 0.0 1.5
H -0.0688 0.9295 -2.3758 -1.0 1.6 2.0
H -0.3786 -2.1732 1.3857 0.5 -2.4 -0.1
H -0.8321 -0.7628 2.3241 0.0 0.5 0.4
```
Forces are in eV/Å.

Properties
Kohn-Sham gap (eV): 11.55
Structure (SMILES): OC1(O)O[C@@]12CO2
ΔE to the lowest compared entry with this formula, charge and spin (kcal per mole): 102.4

Record 8
DFT (ωB97M-V/def2-TZVPD) results for a 2-piece molecular cluster, C3H4O4S overall in a non-equilibrium geometry.

Geometry as XYZ:
```
12
Properties=species:S:1:pos:R:3:forces:R:3
C 1.0265 0.4530 -0.1251 -5.1 -0.7 0.3
C -1.1335 1.0303 -0.1594 -2.6 -1.3 3.1
C -0.9675 -0.5337 0.1609 -0.1 0.5 -1.8
O 3.1527 -0.4870 0.6620 0.8 -1.8 1.3
O 0.1344 1.3971 -0.5368 3.6 0.1 -0.4
O 0.5753 -2.5809 -0.4711 -0.2 -2.0 -0.8
O 0.4945 -0.6532 0.2732 0.3 3.3 0.4
S 2.6787 0.6242 -0.1307 1.9 2.3 -1.5
H -1.8535 1.1690 -0.9618 0.2 0.3 0.0
H -1.4950 1.6631 0.8245 1.0 -1.5 -2.4
H -1.3354 -0.7932 1.1181 -0.5 -0.4 0.8
H -1.2771 -1.2887 -0.6539 0.7 1.2 1.3
```
Forces are in eV/Å.

Properties
Kohn-Sham gap (spin up / spin down) (eV): 5.85 / 3.27
ΔE to the lowest compared entry with this formula, charge and spin (kcal per mole): 230.5